(1)
71
Properties=species:S:1:pos:R:3:mulliken_charge:R:1 method="wB97M-V/def2-TZVPD" multiplicity=1
C 6.4027 0.2177 -3.0668 -1.18
C 5.2058 1.0213 -2.4367 -0.63
C 3.8904 0.1890 -2.3447 -0.02
F 4.2923 -1.1580 -2.2408 -0.43
C 2.9610 0.3083 -3.5752 1.75
C 3.7633 0.4012 -4.8721 -0.57
N 4.3614 0.4720 -5.8176 -0.51
C 2.0215 -0.9512 -3.7800 -1.10
C 1.3394 -1.4360 -2.4627 -0.91
C 2.0142 1.5647 -3.5611 -0.40
C 2.5049 2.7170 -2.7337 -0.03
N 2.8566 3.4866 -1.9838 -0.51
H 6.0627 -0.5262 -3.8021 0.34
H 6.9423 -0.3250 -2.2682 0.32
H 7.1137 0.9466 -3.4951 0.33
H 5.5096 1.2073 -1.3843 0.45
H 5.0704 2.0166 -2.8903 0.39
H 3.3596 0.4346 -1.4053 0.22
H 1.2165 -0.6128 -4.4655 0.47
H 2.6342 -1.7216 -4.2763 0.47
H 0.2347 -1.4580 -2.5141 0.36
H 1.6521 -2.4872 -2.3037 0.31
H 1.6067 -0.8604 -1.5616 0.02
H 0.9835 1.2635 -3.2961 0.54
H 1.9447 1.9310 -4.6051 0.40
C 1.0669 1.4579 0.6128 -0.70
O -0.0394 2.3138 0.7932 -0.34
C -0.1903 3.2229 -0.2899 -0.14
C -1.6114 3.7497 -0.3347 -0.50
O -2.5286 2.8389 -0.9366 -0.53
C -2.9125 1.7173 -0.1498 -0.17
C -3.8809 2.0668 0.9641 -0.77
O -3.1829 2.6067 2.0771 -0.18
C -4.0395 3.3073 2.9537 -0.88
H 1.9965 2.0332 0.5393 0.40
H 1.1285 0.7953 1.4747 0.34
H 0.9340 0.8446 -0.2875 0.12
H 0.0544 2.7283 -1.2367 -0.20
H 0.5061 4.0543 -0.1271 0.54
H -1.6219 4.6325 -0.9787 0.46
H -1.9556 4.0663 0.6510 0.15
H -2.0391 1.1825 0.2267 0.02
H -3.4265 1.0454 -0.8425 0.42
H -4.3969 1.1571 1.2998 0.46
H -4.6179 2.7896 0.5945 0.50
H -4.4994 4.1602 2.4426 0.34
H -3.4410 3.6823 3.7825 0.24
H -4.8170 2.6440 3.3485 0.32
C -4.1339 -5.0459 2.3921 -0.77
O -2.9142 -4.4057 2.6969 -0.26
C -1.8797 -4.7603 1.7912 -0.57
C -0.7770 -3.7190 1.8069 -0.49
O -1.0850 -2.5617 1.0355 -0.40
C -2.0217 -1.6539 1.6114 -0.44
C -1.4389 -0.8330 2.7455 0.07
O -1.4302 -1.5865 3.9505 -0.34
C -0.5526 -1.0399 4.9105 -0.79
H -4.0249 -6.1349 2.4402 0.32
H -4.8736 -4.7323 3.1273 0.23
H -4.4855 -4.7495 1.3974 0.32
H -2.2785 -4.8544 0.7743 0.34
H -1.4715 -5.7282 2.1112 0.43
H 0.1026 -4.1564 1.3276 0.40
H -0.4894 -3.4505 2.8246 0.20
H -2.9377 -2.1668 1.9093 0.21
H -2.2870 -0.9673 0.8040 0.29
H -2.0589 0.0579 2.9094 0.39
H -0.4193 -0.5250 2.4872 0.01
H 0.4787 -1.0494 4.5395 0.31
H -0.6037 -1.6581 5.8057 0.26
H -0.8478 -0.0167 5.1678 0.31

***

(2)
104
Properties=species:S:1:pos:R:3:mulliken_charge:R:1 method="wB97M-V/def2-TZVPD" total_charge=+1 multiplicity=1
C 1.0301 -1.3307 1.1951 -0.80
C -0.5108 -1.3009 1.8448 0.40
O -1.2229 -2.4319 1.2300 -0.43
C -2.6111 -2.0971 0.8765 -0.28
C -2.8658 -2.4368 -0.7411 -0.17
N -3.4053 -1.1702 -1.3661 0.62
C -4.3717 -1.4292 -2.4977 -0.66
C -5.9681 -1.4635 -2.0232 0.32
C -6.7776 -2.1559 -3.3129 -1.05
C -6.4574 0.1152 -2.0049 -1.06
C -2.3293 -0.1706 -1.7125 -0.85
N -1.9499 0.7091 -0.6918 0.07
N -1.5771 -0.0431 -3.0142 0.51
O -1.3673 -1.2197 -3.6269 -0.18
C -0.0123 -1.1808 -4.2710 -0.53
C 1.0757 -1.5974 -3.1137 0.61
C 0.6531 -3.0320 -2.4202 -0.81
C 2.6241 -1.7405 -3.6435 0.20
C 3.1252 -0.2096 -4.0852 -0.86
C 2.8439 -2.8440 -4.8381 -1.09
P -2.2434 1.2059 -4.0956 0.67
O -0.9918 2.2999 -4.6348 -0.49
O -3.5101 2.1787 -3.3901 -0.56
S -2.9257 0.2951 -5.7219 -0.31
H 1.1100 -0.4552 0.3996 0.02
H 1.2621 -2.3655 0.6724 0.29
H 1.8656 -1.1423 1.9926 0.38
H -0.9509 -0.2435 1.6014 -0.17
H -0.4295 -1.5200 3.0146 0.20
H -2.9533 -1.0168 1.1709 0.04
H -3.2999 -2.8383 1.5097 0.33
H -1.8376 -2.7654 -1.1925 -0.28
H -3.6313 -3.3267 -0.7571 0.50
H -4.1506 -2.5347 -2.8910 0.25
H -4.3233 -0.6670 -3.3836 0.01
H -6.1424 -2.0333 -1.0163 0.29
H -6.8538 -3.3224 -3.1616 0.30
H -7.8594 -1.7223 -3.4304 0.35
H -6.1794 -1.9421 -4.3229 0.27
H -6.2320 0.6158 -3.0571 0.25
H -5.8816 0.7757 -1.2023 0.24
H -7.6192 0.2224 -1.8012 0.37
H -0.9329 1.0207 -0.7158 0.26
H -2.5729 0.9961 0.0951 0.28
H 0.2438 -0.1239 -4.7243 0.30
H -0.0079 -1.9322 -5.1939 0.18
H 1.0845 -0.7167 -2.3102 -0.02
H 1.5122 -3.8369 -2.4183 0.40
H -0.3152 -3.5205 -2.9168 0.22
H 0.3433 -2.7865 -1.2942 -0.10
H 3.3158 -2.0939 -2.7375 0.35
H 3.2274 -0.1639 -5.2533 0.33
H 2.3060 0.5742 -3.7199 0.10
H 4.1391 0.0005 -3.5242 0.20
H 1.8575 -3.0342 -5.4722 0.20
H 3.7108 -2.5289 -5.5721 0.36
H 3.1086 -3.8854 -4.3204 0.28
H -0.3339 2.3401 -3.8712 0.37
H -4.1590 1.5819 -2.8979 0.38
C 3.7221 3.7793 3.7363 -1.14
C 3.3433 2.4053 3.2069 -0.12
O 2.4344 1.7024 4.0509 -0.46
C 1.1723 2.3246 4.2814 -0.32
C 0.3720 2.5567 3.0111 -0.87
H 4.1637 3.6958 4.7368 0.29
H 4.4468 4.2585 3.0698 0.39
H 2.8558 4.4386 3.8161 0.27
H 4.2482 1.7931 3.1419 0.29
H 2.9424 2.4708 2.1912 0.23
H 1.3081 3.2569 4.8393 0.31
H 0.6065 1.6525 4.9373 0.24
H 0.8864 3.2278 2.3197 0.38
H -0.5999 2.9997 3.2494 0.41
H 0.2059 1.6101 2.4853 0.06
C -4.4117 -0.6012 5.5508 -1.17
C -2.9126 -0.3550 5.4891 -0.19
O -2.5701 0.9500 5.0284 -0.24
C -3.0504 2.0439 5.8066 -0.38
C -2.5510 2.0301 7.2414 -1.07
H -4.8662 -0.4454 4.5649 0.28
H -4.6169 -1.6265 5.8759 0.40
H -4.9076 0.0755 6.2492 0.30
H -2.4699 -1.0634 4.7819 0.17
H -2.4407 -0.5503 6.4565 0.33
H -4.1441 2.0817 5.7688 0.32
H -2.6934 2.9576 5.3173 0.33
H -2.8837 1.1416 7.7825 0.28
H -2.9178 2.9091 7.7804 0.40
H -1.4558 2.0365 7.2652 0.25
C 8.0805 1.7780 -2.1043 -1.08
C 6.6408 1.8999 -1.6307 -0.27
O 5.9068 0.6814 -1.7260 -0.34
C 6.4076 -0.4213 -0.9734 -0.29
C 6.4655 -0.1562 0.5215 -1.04
H 8.1136 1.4275 -3.1430 0.29
H 8.5857 2.7476 -2.0430 0.39
H 8.6491 1.0672 -1.5018 0.27
H 6.1240 2.6276 -2.2641 0.34
H 6.5931 2.2911 -0.6103 0.25
H 7.3855 -0.7276 -1.3590 0.30
H 5.7271 -1.2611 -1.1569 0.27
H 7.1372 0.6699 0.7653 0.29
H 6.8195 -1.0454 1.0521 0.43
H 5.4724 0.1066 0.9021 0.20

***

(3)
18
Properties=species:S:1:pos:R:3:mulliken_charge:R:1 method="wB97M-V/def2-TZVPD" multiplicity=1 de_lowest_kj_mol=78.5
C -1.0816 0.9342 -2.6844 -1.18
C 0.1397 1.3856 -1.9147 0.79
O 0.7837 2.3462 -2.3069 -0.65
N 0.5316 0.6451 -0.8404 0.09
C 1.8105 0.9409 -0.2231 -1.07
C -0.1818 -0.5557 -0.4388 -0.99
H -1.0151 -0.1018 -3.0064 0.30
H -1.9985 0.9319 -2.0805 0.32
H -1.2420 1.7269 -3.3868 0.32
H 2.6182 0.3639 -0.6470 0.33
H 1.7415 0.6997 0.8253 0.40
H 2.0410 1.9844 -0.3830 0.35
H -1.1282 -0.2951 0.0293 0.28
H -0.3717 -1.2348 -1.2764 0.32
H 0.4461 -1.1350 0.2279 0.40
O -0.9232 -3.2319 5.9309 -0.64
H -0.4300 -2.4128 5.7937 0.32
H -1.7403 -2.9916 6.3812 0.32

***

(4)
79
Properties=species:S:1:pos:R:3:mulliken_charge:R:1 method="wB97M-V/def2-TZVPD" total_charge=-2 multiplicity=1 de_lowest_kj_mol=92.2
Pd 0.1524 0.7709 1.2180 -0.35
C 2.6961 2.8506 0.4925 -0.71
C 2.9073 2.0794 1.7459 0.23
N 1.9714 1.5152 2.4781 -0.39
C 2.6095 1.0190 3.6027 0.21
C 3.9592 1.2680 3.5157 0.44
N 4.1164 1.9393 2.3373 -0.02
C 5.1960 1.0016 4.3428 0.70
O 5.0369 0.3189 5.3908 -0.81
O 6.2531 1.4522 3.8713 -0.78
C 1.8452 0.4486 4.7490 0.26
O 2.5746 -0.0868 5.7199 -0.62
O 0.6375 0.4425 4.7810 -0.57
H 1.6393 2.8039 0.2331 -0.27
H 3.2774 2.4400 -0.3346 0.26
H 2.9846 3.8953 0.6448 0.46
H 5.0264 2.2562 2.0417 0.22
H 3.5819 0.0751 5.5979 0.47
C -8.2833 2.2191 0.4659 -1.43
C -6.8828 1.7319 0.2009 1.13
C -6.5455 1.1373 -1.0072 -0.72
C -5.2488 0.6959 -1.2494 -0.33
C -4.2793 0.8447 -0.2748 -0.54
C -4.5987 1.4390 0.9410 -0.51
C -5.8904 1.8768 1.1710 -0.77
S -2.6059 0.2621 -0.5457 1.54
O -2.4684 -0.8684 0.3387 -0.72
O -2.5157 0.0103 -1.9715 -0.71
N -1.6915 1.4389 -0.0104 0.06
C -1.5976 2.6345 -0.6801 0.29
C -2.3636 2.9986 -1.8156 -0.33
C -2.2103 4.2507 -2.3655 -0.57
C -1.3033 5.1493 -1.8116 -0.55
C -0.5907 4.7070 -0.7102 -0.32
N -0.7214 3.5098 -0.1565 -0.21
H -8.9318 2.0348 -0.3913 0.33
H -8.2955 3.2915 0.6728 0.31
H -8.7189 1.7157 1.3319 0.32
H -7.3043 1.0215 -1.7743 0.24
H -4.9738 0.2416 -2.1928 0.47
H -3.8220 1.5587 1.6862 0.49
H -6.1358 2.3448 2.1186 0.34
H -3.0415 2.2918 -2.2671 0.31
H -2.7962 4.5241 -3.2368 0.36
H -1.1475 6.1398 -2.2186 0.36
H 0.1410 5.3590 -0.2374 0.35
C 0.6709 -2.4813 -4.0617 -0.94
Si 2.4579 -2.4430 -3.5002 0.34
C 2.8285 -3.9864 -2.4912 -0.75
C 3.5406 -2.5562 -5.0525 -1.06
C 2.8297 -0.8966 -2.5488 -1.05
Te 1.3711 -0.4384 -0.9147 0.14
C 2.3231 -1.8502 0.4051 -0.94
Si 1.1016 -2.9415 1.3251 0.26
C 0.3659 -2.0138 2.7538 -0.35
C 2.0649 -4.4408 1.9580 -1.21
C -0.2813 -3.5524 0.2133 -0.60
H 0.4798 -3.3475 -4.7019 0.32
H 0.4168 -1.5791 -4.6241 0.30
H -0.0022 -2.5198 -3.2033 0.26
H 2.5984 -4.8859 -3.0694 0.37
H 2.2368 -4.0149 -1.5763 -0.08
H 3.8840 -4.0286 -2.2091 0.32
H 3.3285 -3.4660 -5.6221 0.25
H 4.6017 -2.5620 -4.7902 0.28
H 3.3654 -1.7003 -5.7096 0.29
H 2.7702 -0.0210 -3.2022 0.50
H 3.8240 -0.8957 -2.0954 0.41
H 2.9436 -1.2958 1.1133 0.47
H 2.9824 -2.4562 -0.2206 0.53
H 1.0945 -1.8024 3.5364 0.08
H -0.4724 -2.5522 3.2038 0.41
H -0.0248 -1.0473 2.3815 -0.01
H 2.8910 -4.1229 2.5991 0.33
H 2.4824 -5.0245 1.1326 0.29
H 1.4199 -5.0995 2.5462 0.32
H -0.9337 -2.7193 -0.0580 0.02
H -0.8807 -4.2931 0.7524 0.31
H 0.0799 -4.0163 -0.7073 0.26

***

no.,largest force on an atom (hartree/bohr),HOMO energy (Ha),E_tot (eV)
1,0.0988,-0.3423,-40420.1787
2,0.1090,-0.4243,-67963.6063
3,0.0301,-0.3365,-9911.4282
4,0.0097,-0.0358,-83192.9283